[1]
DFT (ωB97M-V/def2-TZVPD) results for the molecule C11H16O2 at a distorted geometry.

Computed properties:
- SMILES string: CC1(C)COC2=C1[C@@](C)(O)CC=C2
- Gap between HOMO and LUMO (spin up / spin down): 0.2526 / 0.2872 Eh
- HOMO (spin up / spin down): -6.539 / -7.304 eV
- Charge: 0
- LUMO energy (spin up / spin down): 0.33 / 0.51 eV

Element x y z (Å)
C: -1.2104 -2.2047 0.3177
C: -1.0520 -0.8745 -0.4767
C: -0.9933 -1.2775 -1.9599
C: -2.3680 -0.0140 -0.1665
O: -1.9831 1.3758 -0.3762
C: -0.7508 1.5553 -0.1488
C: 0.0666 0.0042 -0.1232
C: 1.3697 0.0131 0.4927
C: 1.2779 0.1457 2.0658
O: 2.0255 -1.2789 0.2013
C: 2.1723 1.1854 -0.1620
C: 1.4914 2.4943 -0.1412
C: 0.1324 2.6064 -0.1386
H: -0.7292 -2.0592 1.3202
H: -0.7028 -2.9630 -0.2024
H: -2.3960 -2.3498 0.4270
H: -1.6401 -2.0552 -2.3045
H: -0.0474 -1.5430 -2.1914
H: -1.1936 -0.2324 -2.5127
H: -3.3227 -0.0464 -0.6770
H: -2.5235 -0.0069 0.9784
H: 0.7480 1.0358 2.5509
H: 2.3625 -0.1234 2.4355
H: 0.6527 -0.7088 2.4417
H: 1.5274 -1.7169 -0.4676
H: 2.2458 0.8794 -1.2367
H: 3.1776 1.2448 0.2578
H: 2.0830 3.3661 -0.1408
H: -0.4197 3.5484 -0.0630

Cartesian forces (eV/Å) of the 6 atoms listed first:
-2.2 2.1 1.8
-2.1 -2.0 0.2
-2.5 4.6 -0.4
1.8 1.3 2.4
-2.8 0.8 -0.9
6.7 -7.6 0.2

=====

[2]
DFT (ωB97M-V/def2-TZVPD) results for a structure of composition C11H17AsMoN3S6Sb at a distorted geometry.

Computed properties:
- Gap between HOMO and LUMO (spin up / spin down): 0.2125 / 0.1919 Eh
- Multiplicity: 3
- HOMO (spin up / spin down): -6.997 / -7.079 eV
- Charge: 0
- LUMO energy (spin up / spin down): -1.21 / -1.86 eV

Element x y z (Å)
Mo: 0.3000 0.6730 0.1751
C: 5.5917 -1.1360 -0.3587
S: 4.2870 -1.8967 0.6228
C: 2.9002 -1.0708 0.0126
S: 1.3823 -1.4299 0.8196
N: 2.9954 -0.2661 -1.0063
N: 1.7376 0.2556 -1.2756
C: 1.4156 0.4364 -2.4996
C: -0.0120 0.6121 -2.7618
C: -0.5243 0.8171 -4.0282
C: -1.8947 0.8647 -4.1988
C: -2.7098 0.7072 -3.0906
C: -2.1259 0.5255 -1.8528
N: -0.7995 0.4747 -1.6698
H: 6.5257 -1.5482 0.0195
H: 5.4735 -1.3725 -1.4129
H: 5.5738 -0.0594 -0.2133
H: 2.1530 0.3165 -3.2851
H: 0.1600 0.9456 -4.8559
H: -2.3242 1.0216 -5.1793
H: -3.7868 0.7307 -3.1748
H: -2.7321 0.4340 -0.9639
S: 2.5808 0.3168 3.5562
As: 1.6541 1.5483 2.1771
S: 0.5307 2.9671 -0.5576
S: -1.0879 2.6361 0.5543
S: 1.9291 3.5576 2.5458
C: -0.9439 -0.8962 3.7947
Sb: -1.5636 -0.3931 1.8421
C: -3.3571 0.6558 2.2935
C: -2.3585 -2.2585 1.2013
H: -1.7485 -1.4434 4.2849
H: -0.7227 0.0209 4.3356
H: -0.0367 -1.4939 3.7459
H: -3.7190 0.3138 3.2622
H: -4.1118 0.4492 1.5343
H: -3.1680 1.7266 2.3292
H: -3.1260 -2.5889 1.9012
H: -1.5490 -2.9867 1.1724
H: -2.7886 -2.1667 0.2048

Cartesian forces (eV/Å) of the 6 atoms listed first:
-0.6 1.1 0.4
0.0 0.0 0.0
0.0 0.0 0.1
-0.1 0.1 -0.2
0.1 -0.1 -0.2
-0.2 0.1 0.3

=====

[3]
DFT (ωB97M-V/def2-TZVPD) results for a structure of composition C11H17BMnN6 at a distorted geometry.

Computed properties:
- Gap between HOMO and LUMO (spin up / spin down): 0.2996 / 0.1484 Eh
- Multiplicity: 4
- HOMO (spin up / spin down): -16.300 / -16.056 eV
- Charge: +2
- LUMO energy (spin up / spin down): -8.15 / -12.02 eV

Element x y z (Å)
H: 2.9194 -2.3925 0.4498
N: 1.1751 -1.5101 -0.3428
B: -0.8659 -0.8870 -1.6252
N: 0.3251 -1.8408 -1.3925
C: 0.8200 -2.8961 -2.0595
Mn: 0.7418 0.0090 0.8952
H: 0.3404 -3.2296 -2.9727
C: 1.9986 -3.3022 -1.4271
H: 2.6586 -4.1044 -1.7068
C: 2.1773 -2.4172 -0.3448
H: -1.5183 -1.2132 -2.5623
C: 0.7627 3.5011 2.4150
H: 0.6394 3.7175 3.4984
H: -0.0002 2.7308 2.0941
H: 0.6432 4.4248 1.8308
N: -0.2797 0.5375 -1.7500
N: -1.7665 -0.8641 -0.3686
N: 0.4681 1.1321 -0.7489
N: -1.2504 -0.4047 0.8260
C: -0.4188 1.3925 -2.7661
C: -3.0886 -1.0700 -0.2434
H: -1.0171 1.0572 -3.6016
H: -3.6858 -1.3327 -1.1120
C: 0.2752 2.5634 -2.4607
C: -3.4468 -0.7921 1.0762
C: 0.8300 2.3694 -1.1797
C: -2.2658 -0.4004 1.7252
H: 0.3709 3.4394 -3.0752
H: -4.4271 -0.8455 1.5107
H: 1.4571 2.9887 -0.5416
H: -2.0633 -0.1444 2.7543
H: 1.8072 3.1794 2.2378
C: 1.3350 -0.7398 2.5319
H: 2.4412 -0.8928 2.4150
H: 0.8255 -1.7141 2.6648
H: 1.0827 -0.0490 3.3563

Cartesian forces (eV/Å) of the 6 atoms listed first:
-0.1 -0.1 -0.4
0.1 -0.6 0.1
-0.4 -1.3 0.6
0.5 0.7 0.6
0.4 0.5 0.4
-1.0 -1.3 -0.1

=====

[4]
DFT (ωB97M-V/def2-TZVPD) results for a structure of composition C11H17BN6O3SV at a distorted geometry.

Computed properties:
- Gap between HOMO and LUMO (spin up / spin down): 0.2604 / 0.3504 Eh
- Multiplicity: 4
- HOMO (spin up / spin down): -6.514 / -8.985 eV
- Charge: 0
- LUMO energy (spin up / spin down): 0.57 / 0.55 eV

Element x y z (Å)
H: 0.7154 3.2016 1.0489
N: 0.4707 1.6891 -0.4051
B: 0.1040 0.3990 -2.5648
N: 0.4624 1.6934 -1.8089
C: 0.7256 2.9252 -2.2421
V: 0.1630 0.1035 0.5775
H: 0.8130 3.0825 -3.3044
C: 0.8517 3.7782 -1.1417
H: 1.0258 4.8366 -1.1572
C: 0.7023 2.9794 -0.0049
H: 0.1481 0.5975 -3.7371
C: -1.7120 -1.9032 2.5865
H: -1.4982 -2.2723 3.6112
H: -0.7653 -1.9223 1.9573
H: -2.4738 -2.5055 2.0702
N: -1.2819 0.0087 -2.0519
N: 1.0380 -0.6917 -2.1139
N: -1.4760 -0.1818 -0.6983
N: 1.1398 -0.9434 -0.7575
C: -2.4261 -0.1977 -2.7135
C: 1.8190 -1.5319 -2.7879
H: -2.4654 -0.0953 -3.7835
H: 1.8783 -1.4118 -3.8437
C: -3.3988 -0.5398 -1.7815
C: 2.4046 -2.4098 -1.8861
C: -2.7736 -0.5092 -0.5355
C: 1.9686 -2.0124 -0.6203
H: -4.4318 -0.7753 -1.9593
H: 3.0622 -3.2206 -2.1005
H: -3.1513 -0.6598 0.4632
H: 2.1747 -2.3651 0.3673
H: -2.0749 -0.8768 2.6719
C: 0.9535 -0.3353 4.3335
S: 1.0722 0.8191 2.9725
O: -0.2695 1.3603 2.5604
O: 2.1654 1.7363 3.1244
O: 1.4509 -0.2857 1.8985
H: 0.0607 -0.1027 4.9210
H: 1.8504 -0.1071 4.9252
H: 0.9783 -1.3539 3.9099

Cartesian forces (eV/Å) of the 6 atoms listed first:
0.1 0.1 0.0
0.5 3.7 -2.4
-0.1 0.7 0.4
0.5 0.4 2.1
-0.1 0.2 0.6
-2.6 -0.8 0.8

=====

[5]
DFT (ωB97M-V/def2-TZVPD) results for a cluster of 2 separate species, C11H17BrS in total at a distorted geometry.

Computed properties:
- Gap between HOMO and LUMO (spin up / spin down): 0.2796 / 0.2796 Eh
- HOMO (spin up / spin down): -7.395 / -7.395 eV
- Charge: 0
- LUMO energy (spin up / spin down): 0.21 / 0.21 eV

Element x y z (Å)
C: 0.5003 4.0001 -0.7787
C: 0.2215 3.1377 0.2719
C: -0.0486 3.5678 -1.9649
C: -0.6564 2.1202 -0.0507
C: 1.2017 0.0789 -0.8217
C: -0.5636 -2.1325 1.9085
C: 0.9460 -2.9643 0.0414
C: -1.1900 -1.8844 -0.6483
C: -1.1763 1.1048 0.8377
C: 0.5098 -0.4688 0.3810
C: -0.0350 -1.7914 0.4085
S: -0.9884 2.1379 -1.7840
Br: -0.9285 1.4552 2.6708
H: 1.0970 4.8570 -0.7786
H: 0.4951 3.4612 1.2158
H: 0.0498 3.8525 -2.9987
H: 2.3521 0.0685 -0.8146
H: 1.0574 1.2142 -0.9673
H: 0.9695 -0.5185 -1.6651
H: -1.1563 -2.9748 1.9042
H: 0.2319 -2.1287 2.5758
H: -1.2463 -1.2427 2.0511
H: 1.5515 -2.7837 -0.8959
H: 1.7188 -3.1314 0.7210
H: 0.4230 -3.8492 -0.0693
H: -1.7469 -2.7917 -0.4468
H: -1.6444 -0.9473 -0.6653
H: -0.7012 -2.0014 -1.5312
H: -2.1181 0.6014 0.5630
H: 0.8745 -0.0467 1.3304

Cartesian forces (eV/Å) of the 6 atoms listed first:
-0.7 -1.0 -2.8
-1.4 -0.2 -0.8
-0.2 -0.5 -0.1
-0.5 0.4 0.2
2.0 1.4 0.5
-1.0 4.1 -3.7

=====

[6]
DFT (ωB97M-V/def2-TZVPD) results for a structure of composition C11H17Cl2ScTm at a distorted geometry.

Computed properties:
- Gap between HOMO and LUMO (spin up / spin down): 0.2541 / 0.2531 Eh
- Multiplicity: 3
- HOMO (spin up / spin down): -4.137 / -4.109 eV
- Charge: -1
- LUMO energy (spin up / spin down): 2.78 / 2.78 eV

Element x y z (Å)
Sc: -0.2803 -0.0565 -0.3762
Cl: -0.5935 1.7686 -1.6488
C: -2.1862 -0.2159 0.2162
H: -2.1440 -0.6914 1.1980
H: -2.7734 -0.8377 -0.4625
H: -2.6532 0.7662 0.3101
Tm: 0.1926 0.2754 -3.3042
C: 2.1335 0.8072 -3.7527
C: -1.0734 0.0943 -4.8999
C: 0.0281 -1.2539 -1.8865
H: -1.4380 -0.9402 -4.8944
H: -1.8949 0.8073 -4.8354
H: -0.4402 0.2846 -5.7761
H: 2.7733 -0.0080 -3.3941
H: 2.1526 0.8682 -4.8498
H: 2.4060 1.7581 -3.2942
H: -0.7495 -1.9682 -2.0239
H: 1.0535 -1.6155 -1.8148
Cl: 1.3140 2.7341 3.0424
C: 0.6576 1.1602 3.3766
C: 0.0728 0.9309 4.6169
C: -0.4775 -0.3219 4.9320
C: -0.4406 -1.3482 3.9977
C: 0.1356 -1.1421 2.7529
C: 0.7001 0.1086 2.4011
C: 1.3072 0.2743 1.0595
H: 0.0370 1.7252 5.3555
H: -0.9299 -0.4828 5.9081
H: -0.8682 -2.3214 4.2424
H: 0.1564 -1.9582 2.0226
H: 2.0995 -0.4752 0.8958
H: 1.7229 1.2740 0.8859

Cartesian forces (eV/Å) of the 6 atoms listed first:
1.3 -0.4 2.9
-1.2 4.3 0.2
-2.6 -0.4 1.0
-0.3 -0.1 0.2
-0.2 0.0 0.0
-0.2 0.0 0.1